The following is a quantum chemistry calculation of a structure of composition C16H10ClF5ReS at a distorted geometry, from the OMol25 dataset.

Geometry as XYZ:
```
34
Properties=species:S:1:pos:R:3:mulliken_spin:R:1
C 3.274 -1.166 0.724 -0.03
C 2.888 -0.394 -0.429 0.08
C 1.707 -0.975 -0.994 -0.03
H 3.392 0.482 -0.812 0.02
C 1.350 -2.112 -0.173 -0.01
C 2.312 -2.223 0.906 0.05
H 2.298 -2.954 1.714 0.01
H 4.150 -1.009 1.339 0.01
H 1.177 -0.651 -1.880 0.00
H 0.520 -2.762 -0.378 0.00
Re 1.337 -0.366 0.996 1.70
Cl 0.442 1.736 1.358 0.10
C -2.809 1.710 -0.912 -0.02
C -2.928 0.314 -1.251 0.38
C -1.906 0.013 -2.216 -0.01
H -3.549 -0.447 -0.771 0.03
C -1.208 1.224 -2.519 0.29
C -1.847 2.292 -1.795 0.29
H -1.585 3.344 -1.884 0.01
H -3.422 2.268 -0.189 0.00
H -1.706 -0.970 -2.660 0.01
H -0.289 1.312 -3.121 0.01
F -2.244 2.145 6.150 0.00
C -2.020 1.269 5.147 0.01
C -2.991 1.049 4.169 0.00
F -4.162 1.721 4.251 0.00
C -2.736 0.187 3.099 0.01
F -3.641 0.115 2.084 0.00
C -1.500 -0.497 2.998 0.03
S -0.966 -1.429 1.657 0.07
C -0.552 -0.270 4.006 0.00
F 0.707 -0.800 3.926 0.00
C -0.800 0.591 5.060 0.00
F 0.153 0.793 5.991 0.00
```

Values from the calculation:
HOMO-LUMO gap (alpha / beta)   7.7 / 6.2 eV
Expectation value of S²   3.780
Highest occupied orbital energy (alpha / beta)   -8.0 / -8.0 eV
Spin multiplicity   4

---

The following is a quantum chemistry calculation of a cluster of 2 separate species, C5H11NO2 in total at a distorted geometry, from the OMol25 dataset.

Geometry as XYZ:
```
19
Properties=species:S:1:pos:R:3:lowdin_charge:R:1
C -2.104 -0.162 -0.852 -0.04
C -1.039 0.720 -0.239 -0.31
C 0.259 0.851 -0.911 -0.24
O 0.855 -0.031 -1.683 0.00
N -0.032 0.177 0.708 -0.08
C -0.009 -1.277 0.781 -0.11
H -2.771 -0.549 -0.082 0.08
H -1.668 -0.987 -1.412 0.08
H -2.702 0.440 -1.537 0.08
H -1.431 1.665 0.130 0.14
H 0.788 1.795 -0.782 0.14
H 1.791 -0.151 -1.165 0.14
H 0.752 -1.618 1.483 0.08
H -0.968 -1.653 1.139 0.09
H 0.236 -1.762 -0.170 0.09
C 1.900 0.617 1.120 -0.21
O 2.587 0.086 0.210 -0.12
H 1.816 0.138 2.101 0.10
H 1.741 1.703 1.161 0.10
```

Values from the calculation:
HOMO-LUMO gap   10.0 eV
Highest occupied orbital energy   -9.1 eV
Relative energy (zero: lowest compared OMol25 entry of this formula, charge and spin)   95.6 kcal per mole

---

The following is a quantum chemistry calculation of an isolated molecule of C4H7NO3 at a distorted geometry, from the OMol25 dataset.

Geometry as XYZ:
```
15
Properties=species:S:1:pos:R:3:lowdin_charge:R:1
C -1.245 -1.139 -0.277 -0.27
N -0.114 -1.659 -0.183 0.02
O 0.734 -1.140 0.725 -0.12
C 1.832 -0.533 0.095 -0.15
O 1.440 0.838 -0.061 -0.04
C 0.264 1.079 -0.341 -0.36
C -0.956 1.022 0.558 -0.15
O -1.847 -0.053 0.225 -0.08
H -2.220 -1.681 -0.740 0.19
H 2.810 -0.533 0.738 0.17
H 1.918 -1.318 -0.703 0.15
H -0.264 0.289 -1.120 0.16
H 0.153 2.161 -1.049 0.20
H -0.888 0.829 1.776 0.19
H -1.616 1.839 0.357 0.10
```

Values from the calculation:
HOMO-LUMO gap   10.3 eV
Highest occupied orbital energy   -9.4 eV
Relative energy (zero: lowest compared OMol25 entry of this formula, charge and spin)   179.0 kcal per mole

---

The following is a quantum chemistry calculation of a structure of composition C27H72Cl3N9O16P3S3 at a distorted geometry, from the OMol25 dataset.

Geometry as XYZ:
```
133
Properties=species:S:1:pos:R:3:lowdin_charge:R:1
C 14.269 14.269 16.451 -0.15
C 13.719 12.880 16.185 -0.52
O 13.878 11.857 17.165 -0.37
H 14.298 14.911 15.571 0.04
H 15.262 14.245 16.901 0.05
H 13.723 14.844 17.199 0.04
H 14.083 12.586 15.200 0.05
H 12.668 13.118 16.024 0.03
O 13.871 18.493 9.319 -0.30
P 14.628 17.326 9.848 0.64
N 16.203 17.132 9.157 -0.30
C 17.185 18.233 9.129 -0.11
C 16.880 15.870 8.993 -0.13
N 13.839 15.818 9.604 -0.29
C 13.452 15.380 8.248 -0.09
C 12.922 15.276 10.590 -0.14
N 15.027 17.425 11.540 -0.30
C 15.794 16.464 12.308 -0.10
C 15.009 18.769 12.093 -0.13
H 17.923 17.976 8.369 0.08
H 17.638 18.498 10.084 0.07
H 16.597 19.130 8.937 0.07
H 17.175 15.336 9.897 0.07
H 17.748 16.019 8.350 0.08
H 16.216 15.204 8.443 0.06
H 14.360 15.146 7.692 0.06
H 12.964 14.409 8.332 0.08
H 12.834 16.082 7.687 0.08
H 12.731 14.213 10.445 0.07
H 13.300 15.340 11.611 0.07
H 11.985 15.826 10.515 0.09
H 16.812 16.835 12.429 0.08
H 15.406 16.544 13.323 0.08
H 15.713 15.475 11.858 0.06
H 16.035 19.130 12.157 0.06
H 14.752 18.737 13.152 0.07
H 14.512 19.555 11.523 0.08
O 10.877 8.980 19.067 -0.26
P 9.654 9.778 18.954 0.57
N 9.763 11.254 19.746 -0.33
C 11.049 11.900 19.850 -0.09
C 8.600 12.107 19.931 -0.14
N 8.263 9.037 19.591 -0.30
C 8.309 8.578 20.973 -0.13
C 7.287 8.282 18.727 -0.10
N 9.310 10.375 17.363 -0.29
C 8.030 11.019 16.954 -0.11
C 10.250 10.120 16.359 -0.15
H 10.874 12.836 19.319 0.08
H 11.823 11.324 19.342 0.07
H 11.180 12.033 20.924 0.08
H 8.436 12.674 19.015 0.06
H 8.613 12.698 20.847 0.08
H 7.644 11.613 20.102 0.06
H 9.122 7.869 21.132 0.08
H 8.676 9.392 21.598 0.07
H 7.359 8.179 21.328 0.08
H 7.407 7.232 18.992 0.07
H 6.278 8.444 19.107 0.07
H 7.240 8.484 17.657 0.07
H 7.560 10.467 16.140 0.07
H 7.343 10.927 17.795 0.06
H 8.124 12.055 16.629 0.07
H 9.746 9.816 15.441 0.07
H 10.912 9.286 16.592 0.08
H 10.833 11.009 16.119 0.08
O 9.885 19.546 18.583 -0.28
P 9.591 18.701 17.429 0.60
N 10.739 17.454 17.051 -0.28
C 10.854 16.320 17.976 -0.12
C 12.001 17.727 16.332 -0.10
N 9.406 19.622 15.982 -0.29
C 9.947 21.013 15.872 -0.11
C 9.031 19.027 14.689 -0.15
N 8.059 17.881 17.482 -0.31
C 7.385 17.923 18.783 -0.12
C 7.742 16.781 16.661 -0.17
H 9.981 16.174 18.612 0.07
H 11.644 16.463 18.713 0.08
H 11.015 15.409 17.399 0.05
H 12.867 18.077 16.894 0.06
H 11.725 18.428 15.544 0.06
H 12.334 16.840 15.793 0.06
H 9.391 21.695 16.515 0.07
H 11.009 20.978 16.117 0.07
H 9.805 21.521 14.918 0.07
H 8.311 18.211 14.753 0.02
H 8.559 19.746 14.019 0.08
H 9.871 18.560 14.174 0.04
H 7.224 18.975 19.020 0.07
H 6.385 17.493 18.716 0.08
H 7.964 17.484 19.595 0.08
H 6.934 17.196 16.059 0.08
H 7.274 15.992 17.250 0.08
H 8.501 16.315 16.032 0.04
C 16.646 13.026 13.361 -0.15
C 16.668 11.524 13.617 -0.19
O 15.907 10.960 12.611 -0.19
S 15.214 12.026 11.530 0.69
O 13.852 12.351 11.919 -0.24
O 15.518 11.693 10.155 -0.24
O 16.280 13.116 11.997 -0.25
H 17.609 13.536 13.375 0.14
H 15.925 13.598 13.945 0.11
H 16.463 11.040 14.572 0.14
H 17.687 11.147 13.526 0.12
C 16.078 13.299 20.042 -0.17
C 14.670 14.052 20.151 -0.20
O 14.250 13.636 21.377 -0.20
S 14.728 12.041 21.605 0.74
O 13.974 11.057 20.778 -0.24
O 14.820 11.734 23.061 -0.29
O 16.181 12.273 21.020 -0.19
H 17.004 13.861 20.162 0.11
H 16.274 13.004 19.011 0.11
H 13.994 13.718 19.364 0.11
H 14.765 15.135 20.064 0.11
C 17.847 18.675 16.616 -0.14
C 17.130 17.882 15.467 -0.18
O 16.380 16.857 16.068 -0.21
S 16.127 17.069 17.710 0.74
O 16.811 16.008 18.452 -0.25
O 14.705 17.217 18.039 -0.25
O 16.971 18.465 17.730 -0.21
H 18.013 19.722 16.363 0.13
H 18.834 18.360 16.953 0.12
H 17.840 17.526 14.721 0.13
H 16.447 18.597 15.008 0.11
C 10.195 14.844 13.019 -1.49
Cl 9.542 13.366 12.234 0.50
Cl 10.357 14.516 14.725 0.59
Cl 9.060 16.191 12.783 0.55
H 11.197 15.059 12.646 -0.01
```

Values from the calculation:
HOMO-LUMO gap   4.6 eV
Highest occupied orbital energy   -3.2 eV
Relative energy (zero: lowest compared OMol25 entry of this formula, charge and spin)   87.9 kcal per mole
Total charge   -1

---

The following is a quantum chemistry calculation of an isolated molecule of C4H8O4 at a distorted geometry, from the OMol25 dataset.

Geometry as XYZ:
```
16
Properties=species:S:1:pos:R:3:lowdin_charge:R:1
C 0.220 0.153 -0.075 -0.47
C 1.448 -1.184 0.055 0.04
C 0.505 0.967 1.164 0.00
C -1.621 -0.065 -0.162 -0.63
O -0.737 -1.118 0.056 0.05
O 0.571 0.732 -1.264 0.05
O -1.944 -0.030 -1.528 0.09
O -2.430 0.350 0.668 0.11
H 0.059 0.286 -1.969 0.13
H -2.788 0.449 -1.543 0.13
H 1.422 -1.632 1.044 0.07
H 1.300 -1.910 -0.738 0.07
H 2.331 -0.569 -0.107 0.06
H -0.108 1.873 1.124 0.09
H 1.549 1.283 1.215 0.10
H 0.222 0.416 2.061 0.11
```

Values from the calculation:
HOMO-LUMO gap   9.1 eV
Highest occupied orbital energy   -9.3 eV
Relative energy (zero: lowest compared OMol25 entry of this formula, charge and spin)   118.9 kcal per mole

---

The following is a quantum chemistry calculation of a structure of composition C17H16BrCl2N2O6SV, from the OMol25 dataset.

Geometry as XYZ:
```
46
Properties=species:S:1:pos:R:3:mulliken_spin:R:1
V -0.073 -0.058 0.316 0.96
O -0.602 0.845 -1.539 0.00
C -1.131 -0.115 -2.463 0.00
C -1.940 -1.136 -1.695 0.00
N -1.121 -1.729 -0.599 -0.02
C -0.130 -2.697 -1.108 0.02
C 1.219 -2.015 -1.270 0.00
O 2.144 -2.465 -1.863 0.00
O 1.233 -0.827 -0.636 -0.04
C -2.015 -2.252 0.455 0.01
C -2.565 -1.041 1.197 0.00
O -3.588 -0.988 1.794 0.00
O -1.714 0.007 1.066 -0.04
H -1.218 1.612 -1.319 0.00
H -0.276 -0.567 -2.966 0.00
H -1.738 0.378 -3.221 0.00
H -2.318 -1.928 -2.347 0.00
H -2.798 -0.639 -1.241 0.00
H -0.430 -3.138 -2.059 0.00
H 0.010 -3.505 -0.389 0.00
H -1.437 -2.846 1.163 0.00
H -2.832 -2.852 0.052 0.00
O -2.255 6.406 1.803 0.00
C -2.100 5.325 1.039 0.00
C -3.019 4.913 0.074 0.00
C -2.746 3.777 -0.653 0.00
N -1.638 3.043 -0.483 0.00
C -0.796 3.457 0.444 0.01
Br 0.804 2.413 0.737 0.01
C -0.946 4.568 1.234 0.00
H -3.081 6.867 1.611 0.00
H -3.930 5.468 -0.105 0.00
H -3.436 3.430 -1.410 0.00
H -0.221 4.850 1.983 0.00
Cl 0.832 -4.198 2.162 0.00
C 2.236 -3.216 1.860 0.01
C 3.423 -3.866 1.575 0.00
C 4.568 -3.124 1.351 0.00
C 4.529 -1.743 1.424 0.00
C 3.334 -1.109 1.711 -0.01
Cl 3.341 0.621 1.803 0.00
C 2.146 -1.819 1.924 0.01
S 0.602 -1.040 2.278 0.10
H 3.440 -4.946 1.530 0.00
H 5.498 -3.625 1.122 0.00
H 5.417 -1.150 1.259 0.00
```

Values from the calculation:
HOMO-LUMO gap (alpha / beta)   6.8 / 7.4 eV
Expectation value of S²   0.763
Highest occupied orbital energy (alpha / beta)   -11.5 / -11.6 eV
Spin multiplicity   2
Relative energy (zero: lowest compared OMol25 entry of this formula, charge and spin)   0.0 kcal per mole
Total charge   +1